(1)
Formula: C26H30FN6NaO7
Source: the Open Molecules 2025 dataset
Level of theory: ωB97M-V/def2-TZVPD

```
! RIJCOSX wB97M-V def2-TZVPD def2/J DEFGRID3
* xyz 0 1
Na 3.62976 -20.60518 -2.87580
C 6.09421 -12.76199 -0.32853
C 5.82350 -13.18942 -1.75604
N 5.83532 -14.66237 -2.00868
C 4.65034 -15.34001 -1.83382
C 4.44030 -16.71595 -2.06796
C 3.08987 -17.28121 -1.97270
O 2.30277 -16.50173 -1.42496
O 2.94057 -18.46155 -2.43409
C 5.62470 -17.51563 -2.44192
O 5.61550 -18.72895 -2.62367
C 6.79016 -16.72091 -2.86613
C 7.68190 -17.29278 -3.74823
C 8.80001 -16.61496 -4.17458
F 9.48164 -17.10916 -5.21723
C 9.09472 -15.37027 -3.74637
C 8.21537 -14.77285 -2.79085
C 6.99419 -15.33235 -2.44910
N 10.28728 -14.72957 -4.13153
C 10.41883 -13.28581 -4.13873
C 11.63917 -12.86918 -3.38538
N 12.81416 -13.72711 -3.62811
C 12.68431 -14.52920 -4.90994
C 11.39457 -15.36156 -4.89780
H 5.50326 -11.88521 -0.13221
H 7.16317 -12.42283 -0.25733
H 5.98924 -13.62690 0.40558
H 6.55640 -12.75107 -2.45385
H 4.80722 -12.92897 -2.05919
H 3.96201 -14.80991 -1.19485
H 7.51025 -18.28051 -4.12563
H 8.52296 -13.70960 -2.49229
H 9.49507 -12.80803 -3.74188
H 10.49143 -12.88248 -5.15682
H 11.39887 -12.93344 -2.31047
H 11.97241 -11.85894 -3.65076
H 13.06182 -14.32894 -2.81406
H 13.61370 -13.13274 -3.80334
H 13.46935 -15.23667 -4.93050
H 12.81678 -13.96339 -5.79513
H 11.58198 -16.38404 -4.56170
H 11.13951 -15.53454 -5.92506
O 7.14080 -24.77381 -5.92954
C 7.89220 -23.83264 -5.40969
O 9.11228 -23.82322 -5.45755
C 7.27801 -22.71374 -4.59610
C 7.94740 -21.63987 -3.98404
N 7.02371 -20.83553 -3.37991
N 5.80513 -21.31329 -3.55774
C 5.90013 -22.36122 -4.38049
C 4.59794 -23.12255 -4.82616
O 4.72469 -24.00911 -5.70081
O 3.52394 -22.76408 -4.26466
H 6.08239 -24.59036 -5.87429
H 8.97045 -21.38220 -4.03073
H 7.06575 -19.90304 -2.95966
C 0.12769 -24.30558 -2.13394
C -0.41007 -22.92251 -1.76167
C -0.93182 -22.90904 -0.29721
C -1.44884 -22.41022 -2.73413
C 0.73940 -21.97581 -1.76363
N 1.74804 -21.44173 -1.80299
H -0.68995 -25.01204 -2.49250
H 0.76658 -24.77302 -1.33837
H 0.81362 -24.24521 -2.99423
H -2.02364 -22.81908 -0.22755
H -0.49771 -22.14066 0.38224
H -0.75341 -23.88980 0.19302
H -2.29633 -23.11111 -2.88033
H -1.06554 -22.25715 -3.80239
H -1.87844 -21.49835 -2.29597
*
```

Computed properties:
LUMO energy = -2.260 eV
DFT total energy = -57853.87029 eV
Kohn-Sham gap = 5.2 eV
highest occupied orbital energy = -0.27462 hartree

Mulliken atomic charge list, values in e, 4 entries:
1 Na 1.227
2 C -1.008
3 C -1.135
4 N 0.133

=====

(2)
Formula: C6H11N2
Source: the Open Molecules 2025 dataset
Level of theory: ωB97M-V/def2-TZVPD

```
! RIJCOSX wB97M-V def2-TZVPD def2/J DEFGRID3
* xyz 1 1
H -1.50397 -2.62488 0.79550
N -0.57760 -2.50879 0.39511
C -0.17773 -1.35301 0.20634
C 1.27716 -1.15187 -0.57692
C 1.74359 0.19129 -0.51429
C 2.29627 1.25002 -0.57484
C -1.06700 -0.01696 0.45838
C -1.28581 0.61706 -0.96164
N -0.25031 1.01546 1.32130
H 1.13099 -1.62810 -1.60059
H 1.92386 -1.86852 -0.11483
H 2.85040 2.15937 -0.64399
H -1.89885 -0.26141 1.08853
H -1.63461 1.56860 -0.77863
H -0.31261 0.74396 -1.44610
H -2.01376 0.03798 -1.47216
H -0.57820 0.89451 2.32962
H -0.74648 1.79713 0.94862
H 0.82464 1.13815 1.14059
*
```

Computed properties:
LUMO energy = -3.462 eV
DFT total energy = -9370.61098 eV
SMILES = [H]/N=C(/CC#C)[C@H](C)[NH3+]
Kohn-Sham gap = 10.2 eV
highest occupied orbital energy = -0.50245 hartree

Mulliken atomic charge list, values in e, 4 entries:
1 H 0.271
2 N -0.592
3 C 0.273
4 C -0.595